Entry from OMol25: a structure of composition C10H30MgNO8S5 (the ωB97M-V functional and the def2-TZVPD basis).

Geometry (Å):
Mg  -0.2896  0.5410  -0.1474
N  0.1533  3.4277  -0.3342
O  1.0295  3.5611  -1.2418
O  -0.4998  2.4651  -0.0515
O  -0.0911  4.3547  0.3897
C  -0.2023  2.2087  3.8123
S  0.2432  0.4549  3.2388
O  -0.0092  0.4942  1.7102
C  2.0398  0.3349  3.6569
H  0.0054  2.0847  4.8751
H  -1.2666  2.4431  3.8341
H  0.3902  2.9549  3.2829
H  2.0327  0.7581  4.6614
H  2.6204  1.0568  3.0826
H  2.4646  -0.6686  3.6806
C  -3.7449  0.9260  2.0420
S  -3.4795  -0.2003  0.5496
O  -2.1190  0.1986  0.1013
C  -3.3225  -1.7777  1.3667
H  -4.7708  1.2942  2.0394
H  -3.0798  1.7616  1.8239
H  -3.3586  0.4044  2.9177
H  -2.4532  -1.6848  2.0177
H  -3.0873  -2.5740  0.6605
H  -4.2264  -2.1218  1.8693
C  -1.2604  -2.8524  -1.3938
S  0.4161  -2.6538  -0.7374
O  0.2935  -1.2647  -0.1243
C  0.1720  -3.8976  0.6391
H  -1.9255  -2.0229  -1.1537
H  -1.7840  -3.7395  -1.0373
H  -1.2606  -2.9359  -2.4806
H  1.0641  -4.0387  1.2493
H  -0.2829  -4.8469  0.3561
H  -0.5454  -3.5290  1.3722
C  3.5344  -0.9251  0.0517
S  2.8603  0.2366  -1.3008
O  1.6352  0.8418  -0.7246
C  4.0931  1.5676  -1.2353
H  3.7765  -0.3698  0.9578
H  4.4413  -1.3852  -0.3406
H  2.9487  -1.8049  0.3182
H  3.9563  2.2602  -0.4049
H  3.8584  2.1239  -2.1427
H  5.1384  1.2593  -1.2109
C  0.5411  1.3125  -4.2429
S  -0.1871  -0.1626  -3.4114
O  -0.5672  0.2236  -1.9996
C  -1.8100  -0.2412  -4.2295
H  0.5329  1.0717  -5.3059
H  1.6095  1.4176  -4.0538
H  0.1328  2.3130  -4.1004
H  -1.7406  -0.5102  -5.2835
H  -2.2048  0.7748  -4.2399
H  -2.4145  -0.9201  -3.6281

Multiplicity = 1
Total charge = +1
Orbital gap = 7.91 eV
F_max = 0.1127 Eh/bohr
Energy = -88337.194 eV

Entry from OMol25: the ion C9H8IO2S with charge -1 (the ωB97M-V functional and the def2-TZVPD basis).

Geometry (Å):
C  0.5707  1.8515  0.6747
C  -0.2946  1.4041  -0.3448
C  1.3095  1.0951  1.4573
C  -0.2215  0.2085  -0.8865
C  0.5241  -3.4023  -0.8234
C  1.1768  -0.4415  1.2510
C  0.7446  -0.8484  -0.2368
C  0.0486  -2.1747  -0.2439
C  -2.6118  -0.5854  -1.3722
O  0.7740  -3.3706  0.4748
O  0.6566  -4.1664  -1.7384
S  -1.1583  -0.4009  -2.3091
I  -3.9868  1.2640  -1.7315
H  0.7639  2.9417  0.7673
H  -0.8755  2.1384  -0.8571
H  1.9508  1.4528  2.2848
H  2.0648  -1.0938  1.4264
H  0.3474  -0.6415  1.9631
H  1.5868  -0.9026  -0.8487
H  -0.9666  -2.1652  -0.2002
H  -3.1241  -1.4077  -1.9713

Multiplicity = 1
Total charge = -1
Orbital gap = 6.46 eV
F_max = 0.0631 Eh/bohr
Energy = -32490.828 eV

Entry from OMol25: a cluster of 8 separate species, H16O8 in total (the ωB97M-V functional and the def2-TZVPD basis).

Geometry (Å):
O  -1.5466  -3.1498  1.6638
H  -1.0745  -3.7433  1.0213
H  -2.0224  -2.4914  1.1886
O  2.2662  2.5161  1.5494
H  2.3223  2.8201  0.6375
H  1.6968  1.7182  1.5522
O  0.4103  3.8051  -0.1744
H  1.0619  4.3943  -0.5885
H  0.6803  3.5465  0.6897
O  -0.4207  -1.7569  -1.7623
H  -0.2251  -2.5347  -2.2234
H  0.4679  -1.3493  -1.6799
O  -0.1690  0.7757  0.6932
H  -0.0926  1.2281  -0.1737
H  -0.7813  0.0615  0.5985
O  0.5603  1.3923  -2.8572
H  1.2789  1.3711  -2.2596
H  0.2550  2.3171  -2.8394
O  -2.4734  -1.1038  -0.2167
H  -1.9328  -1.4449  -0.9245
H  -3.2099  -1.6610  -0.1714
O  1.2694  -1.9557  1.9961
H  1.2916  -2.9023  1.9147
H  0.3873  -1.8530  2.3659

Multiplicity = 1
Orbital gap = 11.12 eV
F_max = 0.0498 Eh/bohr
Structure (SMILES) = O.O.O.O.O.O.O.O
Energy = -16639.619 eV

Entry from OMol25: a cluster of 2 separate species, H4O2 in total (the ωB97M-V functional and the def2-TZVPD basis).

Geometry (Å):
O  -0.1477  1.4335  0.8635
H  -0.7154  0.8530  1.4149
H  0.0723  0.9170  0.0731
O  0.3401  -1.0117  -1.1408
H  0.9399  -0.8413  -0.4369
H  -0.4892  -1.3506  -0.7738

Multiplicity = 1
Orbital gap = 12.21 eV
F_max = 0.0285 Eh/bohr
Structure (SMILES) = O.O
Energy = -4159.740 eV

Entry from OMol25: the molecule C2H2Cl2O2S (the ωB97M-V functional and the def2-TZVPD basis).

Geometry (Å):
O  -0.7168  1.6768  -0.4273
S  0.0820  0.6670  -1.0454
O  -0.4058  0.0086  -2.2179
Cl  1.8554  1.5326  -1.5646
C  0.5904  -0.5045  0.1448
C  -0.6396  -0.5620  1.3390
Cl  -0.6765  -1.7622  2.4511
H  1.1403  -1.3885  -0.0951
H  -1.2293  0.3321  1.4154

Multiplicity = 1
Orbital gap (alpha / beta) = 8.51 / 8.20 eV
F_max = 0.1725 Eh/bohr
Structure (SMILES) = O=S(=O)(Cl)/C=C/Cl
Energy = -42077.756 eV

Entry from OMol25: a structure of composition C5H8O (the ωB97M-V functional and the def2-TZVPD basis).

Geometry (Å):
C  1.2848  -0.6022  1.0716
C  0.8784  -0.1181  -0.3042
O  0.0512  -1.0900  -1.0016
C  -0.9716  -0.1135  -1.1677
C  -1.4884  0.3894  0.1356
C  -0.2087  0.9474  -0.4288
H  1.9749  -1.4478  0.9925
H  0.4068  -0.9395  1.6292
H  1.7702  0.2001  1.6375
H  1.7577  0.1259  -0.9143
H  -1.5772  -0.1413  -2.0651
H  -2.3415  1.0585  0.0602
H  -1.4900  -0.2670  0.9998
H  -0.0467  1.9981  -0.6447

Multiplicity = 1
Orbital gap = 10.36 eV
F_max = 0.0065 Eh/bohr
Energy = -7360.003 eV

Entry from OMol25: the molecule C3H7 (the ωB97M-V functional and the def2-TZVPD basis).

Geometry (Å):
H  1.2066  1.6652  0.0529
C  1.1062  0.6848  0.4939
H  1.9960  0.0999  0.4727
C  -0.1376  0.1655  0.9056
H  -0.0938  -0.6995  1.5330
H  -0.9123  0.9115  1.0998
H  -1.4898  -0.0137  -0.9141
C  -1.1729  -0.6121  -0.0749
H  -2.1305  -0.9922  0.3087
H  -0.7395  -1.4971  -0.5132

Multiplicity = 2
Orbital gap (alpha / beta) = 9.09 / 11.49 eV
F_max = 0.0861 Eh/bohr
Energy = -3221.705 eV

Entry from OMol25: the molecule C5H10N2 (the ωB97M-V functional and the def2-TZVPD basis).

Geometry (Å):
C  0.1862  2.5343  0.0785
C  0.8611  1.5609  -0.8885
N  0.6132  0.2480  -0.3310
C  -0.3463  -0.4309  -0.7978
C  -0.8814  -1.5755  -0.0117
C  0.0093  -2.6811  0.4273
N  -0.4350  -1.6775  1.3731
H  0.4444  3.5758  -0.1215
H  0.4943  2.3042  1.1037
H  -0.9009  2.4094  0.0222
H  0.4595  1.6744  -1.9120
H  1.9405  1.7397  -0.9087
H  -0.8754  -0.1601  -1.7253
H  -1.9420  -1.7728  -0.1651
H  -0.4255  -3.6632  0.5794
H  1.0465  -2.6754  0.0946
H  0.3064  -0.9846  1.4857

Multiplicity = 1
Orbital gap = 10.38 eV
F_max = 0.0098 Eh/bohr
Structure (SMILES) = CC/N=C/[C@H]1CN1
Energy = -8325.734 eV

Entry from OMol25: the molecule C11H11NO3 (the ωB97M-V functional and the def2-TZVPD basis).

Geometry (Å):
C  -0.2317  2.5121  -1.1606
C  -0.6881  1.4012  -1.8978
C  0.7355  2.3633  -0.2233
C  -0.4402  0.1119  -1.6291
C  1.0984  1.0693  0.2087
C  0.2511  -0.0940  -0.2581
C  2.3333  0.6732  0.7484
C  -1.5106  0.8435  1.4144
C  -1.2295  -0.0999  0.5801
C  1.2266  -1.2614  -0.2357
C  -1.3661  -2.2805  1.0896
N  2.3320  -0.9760  0.3818
O  3.3325  1.0799  1.3411
O  1.0731  -2.3474  -0.9366
O  -1.8910  -1.2051  0.2950
H  -0.6864  3.5143  -1.3440
H  -1.2920  1.5673  -2.7574
H  1.4058  3.1068  0.2255
H  -0.4161  -0.6897  -2.3007
H  -2.4421  0.6801  1.9243
H  -1.0852  1.8450  1.5597
H  -1.4138  -2.1382  2.0865
H  -0.3404  -2.5681  0.8447
H  -2.0501  -3.1331  0.9235
H  3.1812  -1.5141  0.3530
H  0.1137  -2.4605  -1.2330

Multiplicity = 1
Orbital gap = 7.06 eV
F_max = 0.1106 Eh/bohr
Energy = -19213.214 eV

Entry from OMol25: a cluster of 20 separate species, C84H144O28 in total (the ωB97M-V functional and the def2-TZVPD basis).

Geometry (Å):
C  -1.8181  4.2232  8.1625
C  -0.4826  4.5996  7.9083
C  0.2763  3.7850  7.0966
C  -0.3093  2.7066  6.4741
C  -1.6180  2.3378  6.7140
C  -2.3980  3.0629  7.6073
O  -3.6680  2.7505  7.9290
O  1.5812  4.1253  6.8468
H  -2.5210  4.8650  8.7046
H  -0.0978  5.5142  8.3454
H  0.2524  2.1244  5.8019
H  -1.9497  1.4564  6.2106
H  -3.8277  2.0156  7.3436
H  2.0478  3.2900  6.6701
C  4.0336  4.7868  3.1393
C  3.0658  3.8628  3.5001
C  3.1670  2.5647  3.0247
C  4.2674  2.2047  2.2621
C  5.2391  3.0925  1.8919
C  5.1303  4.4011  2.3501
O  6.0942  5.3415  2.0082
O  2.1676  1.7269  3.4348
H  3.9134  5.7640  3.5623
H  2.2486  4.1529  4.1485
H  4.5157  1.2204  1.9266
H  6.0544  2.7974  1.2400
H  6.0335  6.0077  2.6905
H  2.2593  0.8845  2.9433
C  -5.3387  7.1966  -0.0688
C  -4.8673  5.9586  0.4071
C  -5.5641  4.7920  0.4393
C  -6.8828  4.8686  0.0204
C  -7.4108  6.1023  -0.3743
C  -6.6519  7.2454  -0.4262
O  -7.1866  8.4265  -0.8571
O  -4.9370  3.6156  0.9257
H  -4.7734  8.0912  -0.0218
H  -3.7892  5.9429  0.6817
H  -7.4329  3.9336  0.0502
H  -8.4378  6.1112  -0.7146
H  -6.4929  8.8796  -1.3347
H  -3.9681  3.7081  0.7825
C  7.3429  -4.2471  -2.6115
C  6.9799  -2.9723  -3.0974
C  5.8628  -2.3951  -2.5656
C  5.1296  -3.0259  -1.5497
C  5.5608  -4.2151  -1.0237
C  6.6844  -4.8503  -1.5607
O  7.1043  -6.0295  -1.0251
O  5.4055  -1.2074  -3.0157
H  8.2156  -4.7421  -2.9725
H  7.4805  -2.4646  -3.8938
H  4.1845  -2.5853  -1.2197
H  4.9863  -4.6723  -0.2367
H  7.9617  -6.2781  -1.3424
H  5.7717  -0.8858  -3.8648
C  3.1293  2.0442  -7.6064
C  1.8698  2.5805  -7.3546
C  1.2215  2.1410  -6.1833
C  1.8439  1.1701  -5.3836
C  3.0857  0.6960  -5.6305
C  3.7503  1.1660  -6.7563
O  5.0076  0.6465  -6.8892
O  0.0503  2.6389  -5.7363
H  3.6131  2.3768  -8.5436
H  1.3642  3.3137  -7.9788
H  1.2930  0.8297  -4.5349
H  3.6536  -0.0012  -5.0227
H  5.4620  1.0930  -7.6261
H  -0.1777  2.2213  -4.8566
C  -5.1452  -1.3558  4.4154
C  -6.3155  -1.3395  3.7058
C  -6.9544  -0.1289  3.4897
C  -6.4569  1.0346  4.0127
C  -5.2352  1.0361  4.6838
C  -4.5213  -0.1678  4.8218
O  -3.3137  -0.0363  5.4262
O  -8.0913  -0.1520  2.7330
H  -4.7069  -2.3063  4.6119
H  -6.7525  -2.2839  3.4500
H  -6.9775  1.9923  3.8776
H  -4.8961  2.0242  5.0607
H  -2.8939  -0.9361  5.3668
H  -8.0538  0.6633  2.1863
C  1.4820  -4.7188  -0.7430
C  1.5538  -4.4431  0.5939
C  1.1495  -5.4590  1.5037
C  0.6364  -6.6862  1.1195
C  0.4513  -6.8824  -0.2776
C  0.9055  -5.9483  -1.1812
O  0.8236  -6.1584  -2.5745
O  1.2045  -5.0966  2.8118
H  1.7482  -3.9358  -1.4118
H  1.8834  -3.4965  0.9616
H  0.2480  -7.3257  1.8832
H  -0.1575  -7.7784  -0.5327
H  0.1664  -6.8367  -2.8224
H  1.0911  -5.8409  3.4232
C  0.9032  -0.9645  -1.5969
C  1.7649  -0.8271  -0.5223
C  1.2036  -0.4837  0.7016
C  -0.1848  -0.2170  0.8597
C  -0.9815  -0.4190  -0.1994
C  -0.4685  -0.8029  -1.4379
O  -1.3735  -0.9259  -2.4979
O  1.9447  -0.2956  1.8277
H  1.3478  -1.2155  -2.5588
H  2.8371  -0.9174  -0.7110
H  -0.5011  0.0549  1.8611
H  -2.0684  -0.3933  -0.1448
H  -0.8177  -1.1430  -3.3477
H  2.8566  -0.7747  1.7775
C  -1.9288  -2.3259  2.8624
C  -1.1728  -2.8010  4.1057
C  0.2303  -2.1824  4.2799
O  -1.9309  -2.3943  5.2257
H  -1.2983  -2.6710  1.9970
H  -2.0948  -1.2589  2.9101
H  -2.8925  -2.8551  2.7452
H  -1.0063  -3.8671  4.0629
H  0.7325  -2.3579  5.2388
H  0.1213  -1.0754  4.1316
H  0.8609  -2.7048  3.5297
H  -1.3185  -2.3701  5.9804
C  1.8466  4.0962  0.2451
C  1.3471  4.1264  -1.1820
C  2.0804  3.1593  -2.0396
O  -0.0633  3.8242  -1.1736
H  1.3071  4.7578  0.8676
H  2.8626  4.4718  0.3234
H  1.6378  3.1116  0.6243
H  1.3951  5.1050  -1.6781
H  1.6403  3.2763  -3.0262
H  2.0122  2.1286  -1.7540
H  3.1537  3.3289  -2.0790
H  -0.2536  3.2336  -1.9053
C  2.8465  -0.5868  6.8659
C  2.1656  0.7106  7.0866
C  2.3794  1.1237  8.5166
O  2.7223  1.7232  6.2825
H  2.2744  -1.3887  7.3506
H  3.8516  -0.6404  7.2097
H  2.9044  -0.8585  5.8146
H  1.0982  0.6405  6.9427
H  2.0347  0.2996  9.1456
H  1.7378  1.9693  8.7371
H  3.4002  1.3823  8.7027
H  2.7510  1.5084  5.3280
C  2.8150  -5.2919  -5.2127
C  2.9356  -4.1109  -4.2342
C  3.7170  -2.9920  -4.8219
O  1.6534  -3.5310  -3.9524
H  2.3582  -4.9826  -6.1425
H  2.1573  -6.0776  -4.9278
H  3.8152  -5.7490  -5.3816
H  3.4159  -4.4566  -3.3223
H  3.6660  -2.0986  -4.1830
H  3.3603  -2.7504  -5.8409
H  4.8044  -3.1272  -4.9143
H  1.0892  -4.2362  -3.5871
C  -6.4055  0.6984  -1.1620
C  -6.3350  0.3491  0.3368
C  -4.8623  0.0613  0.6635
O  -6.9094  1.4421  1.0417
H  -7.4690  0.8113  -1.3489
H  -5.9842  -0.0482  -1.7759
H  -5.8880  1.6580  -1.2441
H  -6.9647  -0.4925  0.6410
H  -4.6209  -0.0346  1.7235
H  -4.1683  0.8514  0.3426
H  -4.5232  -0.8664  0.1604
H  -6.2772  2.1274  1.2684
C  -3.2475  2.5359  -4.4878
C  -2.4325  2.6913  -3.2914
C  -3.1775  2.4185  -2.0071
O  -1.2636  1.9294  -3.2631
H  -3.8816  3.4451  -4.5316
H  -3.9647  1.7054  -4.4683
H  -2.6437  2.5036  -5.3765
H  -2.1627  3.7113  -3.1142
H  -4.1546  2.9421  -1.9544
H  -2.6223  2.7953  -1.1388
H  -3.4299  1.3838  -1.7559
H  -1.3757  0.9480  -2.9849
C  -1.2013  -2.9427  -6.3338
C  -0.5275  -1.5907  -6.0739
C  -1.6012  -0.5110  -6.1619
O  -0.0288  -1.5181  -4.7257
H  -2.2030  -2.9384  -5.9295
H  -0.6699  -3.8271  -5.9973
H  -1.3055  -3.0751  -7.4047
H  0.2984  -1.3053  -6.7499
H  -2.2646  -0.5356  -7.0329
H  -1.0945  0.4710  -6.0654
H  -2.2147  -0.6159  -5.2668
H  0.7403  -2.0750  -4.5906
C  -1.2792  4.2468  3.0634
C  -1.5161  3.1191  2.0583
C  -2.5375  1.9970  2.5315
O  -2.2213  3.7326  0.9000
H  -0.8845  3.8732  4.0182
H  -2.1583  4.8414  3.3159
H  -0.5541  4.9693  2.6236
H  -0.5652  2.7210  1.6848
H  -3.4822  2.4475  2.8644
H  -2.2007  1.3131  3.3153
H  -2.6291  1.3608  1.6425
H  -1.5813  4.0429  0.2329
C  5.7568  -1.6686  3.3759
C  5.2579  -2.4371  2.2238
C  4.4191  -3.6624  2.6779
O  4.3841  -1.5701  1.4481
H  5.0049  -1.1517  3.9617
H  6.4427  -0.9392  2.9316
H  6.3859  -2.2260  4.0658
H  6.0786  -2.6946  1.5476
H  3.7922  -3.5099  3.5322
H  5.0224  -4.5501  2.9252
H  3.7917  -4.0159  1.8462
H  4.9800  -0.9098  0.9662
C  -6.4795  -0.2964  -4.8523
C  -6.6177  -1.7818  -4.9092
C  -5.4269  -2.5123  -5.5383
O  -6.8270  -2.3715  -3.6317
H  -5.5313  -0.0192  -4.3740
H  -7.3212  0.1555  -4.3335
H  -6.4635  0.0489  -5.8993
H  -7.5641  -1.9675  -5.4343
H  -5.0437  -2.3228  -6.5487
H  -5.6273  -3.5874  -5.5159
H  -4.5730  -2.4457  -4.8835
H  -5.9959  -2.2655  -3.1412
C  7.9891  -0.4894  -0.1394
C  7.1340  0.7042  -0.3680
C  7.4499  1.4309  -1.6714
O  5.7505  0.3613  -0.2829
H  9.0144  -0.2190  0.1179
H  8.1137  -1.2409  -0.9280
H  7.6090  -1.0747  0.7086
H  7.3166  1.4073  0.4387
H  8.4768  1.7484  -1.7488
H  6.8733  2.3274  -1.6668
H  7.1629  0.8254  -2.5299
H  5.4927  -0.0926  -1.1166
C  -2.4806  -4.2383  -2.8760
C  -3.3478  -3.7347  -1.8028
C  -2.7360  -3.5587  -0.4705
O  -3.9493  -2.5011  -2.1838
H  -2.8404  -4.2047  -3.8779
H  -2.1555  -5.2510  -2.6726
H  -1.5675  -3.6393  -2.9019
H  -4.1555  -4.4763  -1.7453
H  -1.9024  -2.8775  -0.5253
H  -2.2306  -4.4563  -0.1230
H  -3.4782  -3.2049  0.2825
H  -3.2546  -1.8413  -2.2730

Multiplicity = 1
Orbital gap = 7.36 eV
F_max = 0.0696 Eh/bohr
Energy = -146773.615 eV